(1)
An isolated ion of composition C2H3O3S and charge -1, computed with wB97M-V/def2-TZVPD.

Structure (XYZ):
```
9
Properties=species:S:1:pos:R:3:nbo_charge:R:1
C 0.455 0.239 0.215 -0.57
C -0.886 0.167 -0.001 0.19
O -3.438 0.834 -0.982 -1.04
O -3.695 -1.334 -0.088 -1.04
O -2.011 0.073 1.105 -0.79
S -3.614 0.069 0.229 1.70
H 1.060 0.548 -0.635 0.19
H 0.843 0.494 1.267 0.19
H -1.234 0.048 -0.909 0.16
```

Calculated values
HOMO-LUMO gap   8.345 eV
LUMO   4.1 eV
Total energy   -19099.7898 eV
Total charge   -1
Relative energy (zero: lowest compared OMol25 entry of this formula, charge and spin)   2.462 eV

(2)
A 13-piece molecular cluster, C39H62O39 overall, computed with wB97M-V/def2-TZVPD.

Structure (XYZ):
```
140
Properties=species:S:1:pos:R:3:lowdin_charge:R:1
C -4.230 -9.094 2.852 -0.09
C -2.900 -8.468 3.314 -0.11
O -1.950 -9.051 2.432 0.05
C -2.558 -9.709 1.413 -0.58
O -1.966 -10.305 0.572 0.16
O -3.883 -9.707 1.611 0.06
H -5.016 -8.374 2.618 0.13
H -4.653 -9.826 3.535 0.12
H -2.759 -8.905 4.298 0.11
H -2.874 -7.387 3.251 0.10
C -7.451 -4.319 -3.426 -0.14
C -6.764 -3.618 -4.563 -0.13
O -6.863 -4.575 -5.592 0.08
C -7.004 -5.807 -5.077 -0.54
O -6.981 -6.838 -5.662 0.17
O -7.238 -5.697 -3.718 0.03
H -8.492 -4.011 -3.296 0.14
H -7.029 -4.059 -2.454 0.10
H -5.792 -3.222 -4.265 0.11
H -7.299 -2.738 -4.925 0.14
C -3.797 -5.787 -0.200 -0.11
C -5.166 -5.120 -0.034 -0.08
O -5.247 -5.160 1.397 0.08
C -4.021 -5.266 1.939 -0.56
O -3.767 -5.132 3.098 0.13
O -3.080 -5.360 0.960 0.04
H -3.325 -5.451 -1.121 0.11
H -3.892 -6.869 -0.322 0.13
H -5.947 -5.712 -0.498 0.13
H -5.090 -4.087 -0.372 0.12
C -0.187 -6.869 0.267 -0.11
C -0.187 -5.537 -0.468 -0.11
O -0.862 -5.868 -1.675 0.05
C -0.859 -7.193 -1.853 -0.58
O -1.190 -7.745 -2.856 0.16
O -0.437 -7.852 -0.749 0.08
H -0.959 -7.024 1.028 0.10
H 0.700 -7.006 0.888 0.14
H 0.858 -5.308 -0.693 0.13
H -0.589 -4.690 0.078 0.12
C -6.890 -9.047 -3.088 -0.10
C -5.418 -8.769 -2.726 -0.08
O -5.413 -8.624 -1.303 0.05
C -6.629 -8.868 -0.811 -0.58
O -6.932 -8.939 0.335 0.16
O -7.513 -9.088 -1.817 0.06
H -6.916 -9.960 -3.679 0.13
H -7.259 -8.189 -3.644 0.10
H -4.985 -7.882 -3.186 0.12
H -4.785 -9.639 -2.907 0.13
C -2.924 -4.309 -6.377 -0.10
C -1.652 -4.703 -5.652 -0.11
O -2.084 -4.822 -4.286 0.06
C -3.456 -4.791 -4.252 -0.53
O -4.149 -5.023 -3.308 0.17
O -3.913 -4.798 -5.504 0.06
H -3.069 -4.661 -7.392 0.14
H -2.969 -3.215 -6.307 0.12
H -0.852 -3.975 -5.767 0.12
H -1.252 -5.656 -6.004 0.14
C -2.187 -2.196 4.636 -0.12
C -2.267 -0.744 4.239 -0.14
O -2.340 -0.021 5.453 0.09
C -2.751 -0.844 6.405 -0.58
O -3.180 -0.518 7.468 0.17
O -2.580 -2.141 6.019 0.07
H -1.159 -2.532 4.501 0.12
H -2.899 -2.787 4.065 0.12
H -3.137 -0.516 3.611 0.13
H -1.456 -0.350 3.623 0.13
C -9.099 -1.340 2.282 -0.12
C -8.862 -0.178 1.282 -0.10
O -8.306 -0.873 0.181 0.07
C -7.986 -2.129 0.506 -0.55
O -7.428 -2.901 -0.209 0.15
O -8.301 -2.385 1.790 0.09
H -10.159 -1.575 2.382 0.13
H -8.784 -0.981 3.263 0.13
H -8.252 0.626 1.684 0.13
H -9.853 0.182 1.006 0.13
C -2.239 -1.861 0.438 -0.02
O -2.533 -1.891 -0.953 -0.01
C -1.549 -1.963 -1.855 -0.60
O -0.414 -2.269 -1.596 0.13
O -2.038 -1.618 -3.033 0.02
C -1.142 -1.645 -4.128 -0.03
H -1.157 -1.701 0.493 0.10
H -2.538 -2.804 0.889 0.08
H -2.658 -0.983 0.929 0.09
H -1.663 -2.055 -4.994 0.07
H -0.306 -2.336 -4.031 0.10
H -0.776 -0.667 -4.435 0.11
C -0.856 -5.382 4.115 -0.03
O -0.992 -6.646 4.743 -0.02
C 0.082 -7.256 5.247 -0.62
O 1.150 -6.730 5.364 0.14
O -0.301 -8.439 5.675 0.01
C 0.679 -9.281 6.258 -0.03
H 0.094 -4.912 4.358 0.10
H -1.651 -4.724 4.458 0.06
H -1.097 -5.475 3.056 0.08
H 1.556 -9.449 5.640 0.10
H 0.137 -10.162 6.593 0.10
H 1.011 -8.868 7.218 0.10
C -11.592 -8.433 -2.716 -0.05
O -11.817 -8.219 -1.333 0.02
C -11.037 -7.411 -0.622 -0.61
O -11.273 -7.123 0.506 0.16
O -10.081 -6.902 -1.406 -0.01
C -9.137 -6.064 -0.787 -0.04
H -10.593 -8.827 -2.922 0.09
H -11.508 -7.491 -3.266 0.09
H -12.360 -9.071 -3.131 0.09
H -8.563 -5.469 -1.492 0.06
H -8.411 -6.579 -0.153 0.10
H -9.552 -5.302 -0.122 0.10
C -5.533 -0.960 -2.078 -0.03
O -6.769 -0.704 -2.720 0.01
C -7.011 0.475 -3.221 -0.62
O -6.259 1.412 -3.268 0.13
O -8.275 0.492 -3.683 0.00
C -8.882 1.749 -3.864 -0.06
H -5.193 -0.140 -1.443 0.10
H -4.727 -1.057 -2.810 0.09
H -5.672 -1.871 -1.507 0.07
H -9.488 1.731 -4.770 0.10
H -8.198 2.566 -4.110 0.09
H -9.413 2.028 -2.954 0.10
C -4.021 -6.312 6.304 -0.04
O -4.942 -6.982 7.142 0.03
C -5.217 -8.234 6.777 -0.60
O -4.775 -8.824 5.838 0.13
O -6.094 -8.711 7.656 0.02
C -6.777 -9.894 7.286 -0.05
H -3.550 -5.524 6.890 0.10
H -4.394 -5.928 5.354 0.09
H -3.156 -6.910 5.993 0.08
H -7.810 -9.740 7.599 0.09
H -6.462 -10.767 7.863 0.09
H -6.744 -10.213 6.247 0.09
```

Calculated values
HOMO-LUMO gap   10.222 eV
LUMO   -0.1 eV
Total energy   -121300.0625 eV
Total charge   0
Relative energy (zero: lowest compared OMol25 entry of this formula, charge and spin)   0.175 eV

(3)
One molecule with the formula C2H4BrN, computed with wB97M-V/def2-TZVPD.

Structure (XYZ):
```
8
Properties=species:S:1:pos:R:3:lowdin_spin:R:1
C -0.415 -0.201 0.178 0.63
C 0.749 0.611 -0.275 0.09
N -0.446 -1.086 1.132 0.96
Br -2.042 0.136 -0.945 0.22
H 0.603 1.684 -0.690 0.01
H 1.195 -0.063 -1.076 0.04
H 1.575 0.680 0.485 0.01
H -1.219 -1.760 1.192 0.05
```

Calculated values
HOMO-LUMO gap (alpha / beta)   6.830 / 7.303 eV
LUMO (alpha / beta)   0.8 / -3.1 eV
Total energy   -73666.4024 eV
Total charge   0
Relative energy (zero: lowest compared OMol25 entry of this formula, charge and spin)   0.263 eV
Spin multiplicity   3

(4)
C28H18N3O10S3SeTc as an isolated structure, computed with wB97M-V/def2-TZVPD.

Structure (XYZ):
```
64
Properties=species:S:1:pos:R:3:nbo_charge:R:1
Tc -0.241 -0.244 0.554 0.52
S -2.844 -2.740 3.404 -0.21
C -1.971 -1.903 2.269 -0.49
S -0.535 -0.971 2.707 0.04
S -2.294 -1.756 0.582 -0.18
O -2.088 1.364 -2.048 -0.66
C -2.141 1.699 -0.875 0.76
O -1.400 1.326 0.095 -0.69
C -3.194 2.695 -0.440 -0.02
C -2.847 3.772 0.369 -0.16
C -3.831 4.683 0.708 0.01
C -5.141 4.573 0.296 -0.19
C -5.439 3.488 -0.499 0.00
C -4.502 2.550 -0.882 -0.15
N -6.842 3.347 -0.975 0.54
O -7.093 2.413 -1.710 -0.37
O -7.646 4.184 -0.608 -0.40
N -3.479 5.853 1.561 0.54
O -2.318 5.985 1.879 -0.36
O -4.386 6.607 1.872 -0.40
H -1.833 3.884 0.734 0.28
H -5.890 5.295 0.580 0.27
H -4.774 1.722 -1.521 0.27
O 4.563 -0.348 0.906 -1.01
Se 3.457 -0.833 1.980 1.87
O 3.944 -0.558 3.499 -1.02
O 2.255 0.998 1.734 -0.68
O 3.256 -3.443 -0.066 -0.48
N 0.808 -1.443 -0.226 -0.34
C 1.439 -2.078 -1.123 0.04
C 1.592 -1.519 -2.487 0.03
C 2.696 -1.855 -3.271 -0.23
C 2.881 -1.282 -4.521 -0.22
C 1.968 -0.356 -5.008 -0.25
C 0.866 -0.013 -4.232 -0.20
C 0.677 -0.594 -2.988 -0.23
C 2.003 -3.413 -0.782 0.13
C 2.075 -3.807 0.664 0.02
C 1.937 -5.228 1.006 -0.18
C 1.966 -6.164 0.049 -0.23
C 1.903 -5.796 -1.357 -0.25
C 1.822 -4.517 -1.743 -0.12
H 3.431 -2.551 -2.884 0.22
H 3.754 -1.546 -5.106 0.20
H 2.119 0.102 -5.978 0.20
H 0.142 0.709 -4.588 0.21
H -0.199 -0.322 -2.406 0.24
H 1.759 -3.066 1.387 0.22
H 1.779 -5.494 2.043 0.21
H 1.893 -7.213 0.312 0.20
H 1.779 -6.585 -2.090 0.20
H 1.571 -4.265 -2.766 0.21
C 1.256 1.117 0.987 0.40
C 1.130 2.561 0.498 -0.13
C 1.278 3.625 1.381 -0.15
C 1.132 4.933 0.942 -0.24
C 0.873 5.192 -0.399 -0.24
C 0.754 4.134 -1.293 -0.22
C 0.865 2.826 -0.840 -0.19
H 1.501 3.409 2.419 0.22
H 1.218 5.753 1.644 0.20
H 0.755 6.212 -0.743 0.20
H 0.553 4.323 -2.340 0.20
H 0.742 2.000 -1.534 0.22
```

Calculated values
HOMO-LUMO gap   4.975 eV
LUMO   2.8 eV
Total energy   -154319.4038 eV
Total charge   -2
Relative energy (zero: lowest compared OMol25 entry of this formula, charge and spin)   0.476 eV

(5)
One molecule with the formula C18H18BrN5O2S, computed with wB97M-V/def2-TZVPD.

Structure (XYZ):
```
45
Properties=species:S:1:pos:R:3:nbo_charge:R:1
C 3.486 4.155 -0.613 -0.62
C 1.993 4.269 -0.292 -0.03
C 1.611 5.681 0.207 -0.41
C 0.678 6.387 -0.774 -0.39
C 1.246 6.247 -2.180 -0.41
C 1.177 4.778 -2.603 -0.22
N 1.194 3.906 -1.443 -0.44
C 0.651 2.690 -1.574 0.26
N 0.027 2.293 -2.643 -0.37
N -0.483 1.070 -2.543 -0.27
C -0.254 0.503 -1.414 0.18
N -0.683 -0.756 -1.087 -0.60
C -0.426 -1.329 0.120 0.65
O 0.207 -0.780 1.001 -0.58
C -0.995 -2.684 0.252 0.03
C -0.910 -3.539 1.374 -0.31
C -1.601 -4.662 0.982 0.29
C -1.894 -5.911 1.655 -0.04
C -2.635 -6.899 1.002 -0.19
C -2.921 -8.092 1.634 -0.23
C -2.465 -8.300 2.926 -0.06
Br -2.856 -9.941 3.802 0.07
C -1.727 -7.333 3.592 -0.24
C -1.444 -6.141 2.956 -0.17
O -2.052 -4.471 -0.273 -0.25
N -1.679 -3.259 -0.713 -0.11
S 0.672 1.475 -0.276 0.32
H 3.712 3.155 -0.977 0.22
H 3.778 4.876 -1.372 0.20
H 4.072 4.335 0.284 0.21
H 1.762 3.540 0.491 0.21
H 2.518 6.275 0.324 0.20
H 1.131 5.613 1.184 0.21
H -0.315 5.935 -0.740 0.21
H 0.582 7.438 -0.499 0.21
H 2.277 6.604 -2.184 0.19
H 0.683 6.853 -2.890 0.22
H 0.243 4.568 -3.129 0.24
H 2.001 4.524 -3.281 0.19
H -1.217 -1.267 -1.777 0.44
H -0.414 -3.327 2.296 0.25
H -2.984 -6.722 -0.004 0.23
H -3.494 -8.855 1.131 0.23
H -1.380 -7.513 4.597 0.23
H -0.871 -5.387 3.470 0.22
```

Calculated values
HOMO-LUMO gap   7.439 eV
LUMO   -0.2 eV
Total energy   -111380.4519 eV
Total charge   0
SMILES string   C[C@H]1CCCCN1c1nnc(NC(=O)c2cc(-c3ccc(Br)cc3)on2)s1
Relative energy (zero: lowest compared OMol25 entry of this formula, charge and spin)   0.000 eV

(6)
C52H47CrN8PS as an isolated structure, computed with wB97M-V/def2-TZVPD.

Structure (XYZ):
```
110
Properties=species:S:1:pos:R:3:lowdin_spin:R:1
Cr 0.447 -0.258 0.059 3.01
C 0.511 5.237 -0.168 0.00
N 0.992 3.864 -0.379 0.01
C 0.358 2.739 -0.001 0.01
N 1.030 1.677 -0.422 0.00
C 2.143 2.132 -1.101 0.00
C 2.125 3.506 -1.084 0.00
C 3.074 4.481 -1.653 0.00
C 3.683 5.433 -0.837 0.00
C 4.607 6.322 -1.369 0.00
C 4.926 6.262 -2.720 0.00
C 4.318 5.318 -3.537 0.00
C 3.394 4.429 -3.007 0.00
C 3.117 1.238 -1.756 0.00
C 4.489 1.416 -1.577 0.00
C 5.389 0.559 -2.196 0.00
C 4.926 -0.479 -2.999 0.00
C 3.561 -0.651 -3.191 0.00
C 2.663 0.210 -2.577 0.00
P -1.238 2.653 0.856 0.00
C -2.026 1.440 -0.246 0.01
N -1.498 0.297 -0.666 0.01
C -2.453 -0.324 -1.437 0.01
C -3.590 0.446 -1.450 0.01
N -3.296 1.562 -0.697 0.01
C -4.189 2.713 -0.490 0.00
C -4.869 0.245 -2.159 0.00
C -4.870 0.053 -3.539 0.00
C -6.067 -0.130 -4.215 0.00
C -7.269 -0.124 -3.518 0.00
C -7.274 0.059 -2.141 0.00
C -6.077 0.242 -1.463 0.00
C -2.262 -1.613 -2.115 0.08
C -3.178 -2.641 -1.964 -0.01
C -2.988 -3.849 -2.623 0.07
C -1.882 -4.036 -3.454 -0.01
C -0.971 -3.018 -3.623 0.06
C -1.132 -1.805 -2.932 0.06
C -0.754 1.491 2.168 0.01
N -0.239 0.269 2.018 0.00
C -0.163 -0.307 3.296 0.00
C -0.593 0.650 4.199 0.00
N -0.970 1.749 3.465 0.01
C -1.524 2.988 4.032 0.00
C -0.603 0.706 5.676 0.00
C -1.800 0.749 6.385 0.00
C -1.786 0.792 7.773 0.00
C -0.578 0.797 8.457 0.00
C 0.620 0.770 7.752 0.00
C 0.608 0.726 6.367 0.00
C 0.214 -1.713 3.612 0.00
C 0.767 -2.567 2.662 0.02
C 1.124 -3.872 2.965 0.00
C 0.927 -4.366 4.245 0.00
C 0.335 -3.548 5.197 0.00
C -0.023 -2.246 4.887 0.00
H -0.568 5.271 -0.280 0.00
H 0.965 5.882 -0.911 0.00
H 0.779 5.597 0.822 0.00
H 3.452 5.467 0.224 0.00
H 5.081 7.056 -0.729 0.00
H 5.651 6.952 -3.135 0.00
H 4.560 5.278 -4.592 0.00
H 2.921 3.691 -3.646 0.00
H 4.853 2.226 -0.951 0.00
H 6.454 0.703 -2.052 0.00
H 5.630 -1.145 -3.485 0.00
H 3.198 -1.447 -3.830 0.00
H 1.601 0.095 -2.750 0.00
H -4.893 2.760 -1.312 0.00
H -3.610 3.629 -0.466 0.00
H -4.743 2.615 0.441 0.00
H -3.930 0.047 -4.081 0.00
H -6.063 -0.272 -5.289 0.00
H -8.203 -0.265 -4.048 0.00
H -8.209 0.051 -1.593 0.00
H -6.080 0.359 -0.383 0.00
H -4.042 -2.502 -1.325 0.00
H -3.704 -4.650 -2.489 0.00
H -1.750 -4.976 -3.976 0.00
H -0.113 -3.147 -4.272 0.00
H -0.556 -0.942 -3.242 0.00
H -1.103 3.141 5.019 0.00
H -2.606 2.921 4.119 0.00
H -1.268 3.831 3.400 0.00
H -2.746 0.725 5.853 0.00
H -2.722 0.814 8.320 0.00
H -0.569 0.818 9.540 0.00
H 1.565 0.782 8.284 0.00
H 1.540 0.692 5.812 0.00
H 0.896 -2.240 1.651 0.02
H 1.540 -4.504 2.189 0.00
H 1.213 -5.381 4.492 0.00
H 0.135 -3.929 6.191 0.00
H -0.511 -1.659 5.648 0.00
S 0.407 -2.297 -0.933 0.56
C 2.389 -0.607 0.766 -0.01
N 3.232 -1.414 0.154 0.03
C 4.630 -1.657 0.535 0.00
C 5.135 -0.501 1.378 0.00
C 4.125 -0.208 2.474 0.00
N 2.816 0.024 1.856 0.00
H 2.878 -1.895 -0.661 0.01
H 5.213 -1.754 -0.378 0.00
H 4.697 -2.597 1.084 0.00
H 5.250 0.385 0.751 0.00
H 6.105 -0.746 1.807 0.00
H 4.399 0.678 3.040 0.00
H 4.055 -1.049 3.168 0.00
H 2.154 0.591 2.354 0.00
```

Calculated values
HOMO-LUMO gap (alpha / beta)   6.745 / 6.416 eV
LUMO (alpha / beta)   -5.6 / -6.3 eV
Total energy   -115144.3018 eV
Total charge   +2
Spin multiplicity   5